1.
{"formula": "C22H49BN3O2P", "method": "ωB97M-V with the def2-TZVPD basis set", "e_lumo_ev": [-0.6, -0.6], "mol_weight_g_mol": 429.439, "s2": 2.010, "e_homo_ev": [-8.402, -8.402], "max_force_ev_per_a": 5.096, "multiplicity": 3, "energy_ha": -1548.2723, "elements": ["C", "C", "C", "C", "B", "P", "N", "H", "H", "H", "H", "H", "H", "H", "H", "H", "H", "H", "H", "H", "C", "C", "C", "C", "C", "C", "N", "O", "C", "C", "C", "H", "H", "H", "H", "H", "H", "H", "H", "H", "H", "H", "H", "H", "H", "H", "H", "H", "H", "C", "C", "C", "C", "C", "C", "N", "O", "C", "C", "C", "H", "H", "H", "H", "H", "H", "H", "H", "H", "H", "H", "H", "H", "H", "H", "H", "H", "H"], "positions_angstrom": [[6.8537, -6.6666, 0.4604], [5.8936, -6.1271, -0.7499], [5.1832, -4.6750, -0.4904], [5.9684, -3.6868, 0.5577], [3.5863, -4.9209, -0.1255], [2.4256, -3.6443, 0.7301], [2.2258, -4.1445, 2.2695], [6.5355, -6.3408, 1.5388], [7.9696, -6.2958, 0.2655], [6.8980, -7.8584, 0.4834], [6.4158, -6.0949, -1.8136], [5.0158, -6.9223, -0.8620], [5.1857, -4.1065, -1.5408], [6.8733, -3.1201, 0.0278], [5.1972, -2.8189, 0.8288], [6.2651, -4.1791, 1.5781], [3.0995, -5.9599, -0.4416], [1.0930, -3.6582, 0.1225], [2.9662, -2.2971, 0.6747], [2.8005, -5.0216, 2.3386], [-2.6563, 0.8306, -4.0983], [-2.1298, -0.6300, -4.0007], [-3.0282, -1.4749, -3.0527], [-2.8031, -1.1849, -1.5769], [-1.3315, -1.3530, -1.2239], [-0.3988, -0.4876, -2.1120], [-0.6849, -0.6310, -3.5871], [-0.1319, -1.8566, -4.0003], [-0.5337, 0.9941, -1.6706], [1.0852, -0.8363, -1.7505], [-2.3658, -1.1801, -5.4502], [-3.7344, 0.8791, -3.9079], [-2.1881, 1.5316, -3.4149], [-2.4816, 1.2537, -5.0950], [-2.8416, -2.5445, -3.2218], [-4.0879, -1.3175, -3.2905], [-3.1570, -0.1778, -1.3306], [-3.4033, -1.8773, -0.9742], [-1.1881, -1.0992, -0.1655], [-1.0664, -2.4144, -1.3200], [-0.0253, 1.6648, -2.3755], [-0.0698, 1.1611, -0.6888], [-1.5669, 1.3200, -1.5513], [1.3117, -1.9004, -1.8745], [1.2999, -0.6024, -0.7005], [1.7860, -0.2587, -2.3647], [-1.7214, -0.6707, -6.1791], [-3.4057, -1.0176, -5.7622], [-2.1829, -2.2582, -5.5309], [-3.8983, 4.8157, 2.4060], [-3.0674, 3.5120, 2.2338], [-2.8614, 2.8075, 3.6053], [-1.8200, 3.4783, 4.4875], [-0.4998, 3.6093, 3.7402], [-0.6480, 4.3530, 2.3864], [-1.7717, 3.8144, 1.5347], [-1.3174, 2.6149, 0.9575], [-0.8560, 5.8637, 2.6743], [0.7352, 4.3146, 1.6517], [-4.0292, 2.5965, 1.3996], [-4.5534, 4.7579, 3.2825], [-3.3102, 5.7211, 2.5165], [-4.5363, 5.0023, 1.5335], [-2.5506, 1.7659, 3.4436], [-3.8112, 2.7519, 4.1523], [-2.1825, 4.4553, 4.8254], [-1.6678, 2.8774, 5.3923], [0.2219, 4.1318, 4.3815], [-0.0880, 2.6047, 3.5761], [-1.1339, 6.4059, 1.7611], [0.0670, 6.3291, 3.0467], [-1.6001, 6.0609, 3.4459], [1.1022, 3.2950, 1.4943], [1.5075, 4.8259, 2.2394], [0.6780, 4.8165, 0.6787], [-4.1827, 2.9971, 0.3887], [-5.0145, 2.5305, 1.8791], [-3.6614, 1.5680, 1.3046]], "lowdin_charge": [-0.15, -0.25, -0.35, -0.12, -0.21, 0.65, -0.35, 0.07, 0.09, 0.08, 0.12, 0.09, 0.15, 0.10, 0.06, 0.08, 0.04, -0.01, -0.01, -0.05, -0.03, -0.47, -0.15, -0.19, -0.14, -0.46, -0.02, -0.04, -0.06, -0.06, -0.05, 0.09, 0.05, 0.08, 0.12, 0.12, 0.10, 0.12, 0.13, 0.12, 0.10, 0.07, 0.06, 0.06, 0.07, 0.09, 0.09, 0.09, 0.07, -0.03, -0.46, -0.15, -0.19, -0.14, -0.47, -0.01, -0.04, -0.05, -0.05, -0.05, 0.09, 0.05, 0.08, 0.12, 0.12, 0.11, 0.12, 0.12, 0.12, 0.09, 0.09, 0.06, 0.07, 0.08, 0.09, 0.09, 0.09, 0.07]}


2.
{"formula": "C22H49GaN2OP3S", "method": "ωB97M-V with the def2-TZVPD basis set", "e_lumo_ev": -9.2, "mol_weight_g_mol": 552.359, "relative_energy_kcal_mol": 53.55, "e_homo_ev": -12.456, "max_force_ev_per_a": 3.971, "charge": 3, "energy_ha": -4398.3577, "elements": ["Ga", "P", "P", "P", "H", "C", "C", "H", "C", "C", "C", "C", "C", "C", "C", "C", "C", "H", "H", "H", "H", "H", "H", "H", "H", "H", "H", "H", "H", "H", "H", "H", "H", "H", "H", "H", "H", "H", "H", "H", "H", "H", "H", "H", "H", "H", "C", "C", "C", "C", "C", "C", "O", "H", "H", "H", "H", "H", "H", "C", "C", "N", "C", "S", "N", "C", "C", "H", "H", "H", "H", "H", "H", "H", "H", "H", "H", "H", "H"], "positions_angstrom": [[-0.2625, 0.3188, -3.0698], [2.1504, 1.2685, 2.2314], [-1.2626, 2.1448, -2.2567], [1.7901, -0.5014, -2.9445], [-2.0096, -2.6051, 2.0252], [-1.2281, -2.5341, 1.2589], [0.0754, -2.5731, 1.5779], [0.4226, -2.7692, 2.6025], [2.5265, 2.0809, 3.7723], [2.1412, 2.4276, 0.8700], [3.1988, -0.1359, 1.9025], [-2.9118, 2.3126, -3.0111], [-1.5644, 2.3234, -0.4681], [-0.4038, 3.6983, -2.6950], [2.0833, -1.8152, -1.7174], [3.1086, 0.7057, -2.5802], [2.3437, -1.2615, -4.5065], [-1.5669, -2.4566, 0.2168], [0.8541, -2.5112, 0.8135], [2.3484, 1.4336, 4.6419], [1.9277, 2.9975, 3.8738], [3.5928, 2.3521, 3.7506], [1.4640, 3.2651, 1.0938], [1.8248, 1.9484, -0.0695], [3.1602, 2.8230, 0.7457], [2.8546, -1.0301, 2.4380], [4.2130, 0.1150, 2.2415], [3.2232, -0.3587, 0.8268], [-3.0040, 3.3377, -3.3924], [-3.6781, 2.1450, -2.2435], [-3.0764, 1.6114, -3.8437], [-2.1356, 3.2448, -0.2824], [-0.6190, 2.3732, 0.0888], [-2.1383, 1.4683, -0.0883], [-1.1502, 4.4406, -3.0021], [0.2962, 3.5325, -3.5215], [0.1547, 4.0796, -1.8315], [2.3284, -2.7471, -2.2397], [1.1924, -1.9739, -1.1012], [2.9284, -1.5458, -1.0725], [3.8922, 0.6247, -3.3427], [3.5528, 0.5067, -1.5978], [2.7131, 1.7266, -2.5919], [3.3515, -0.8995, -4.7484], [1.6585, -0.9919, -5.3199], [2.3686, -2.3537, -4.4019], [-1.9552, -1.4106, -5.1447], [-3.2484, -1.1457, -5.6009], [-3.7706, -1.9936, -6.5921], [-3.0060, -3.0754, -7.0629], [-1.7151, -3.3235, -6.5732], [-1.1880, -2.4782, -5.5880], [-1.2444, -0.3964, -4.4560], [-1.8382, 0.2429, -3.8525], [-3.7950, -0.2791, -5.2260], [-4.7781, -1.8122, -6.9848], [-3.4239, -3.7347, -7.8342], [-1.1187, -4.1691, -6.9356], [-0.1783, -2.6009, -5.1880], [0.1550, 1.5270, 6.6297], [-1.1852, 1.1234, 6.0613], [-1.1630, 0.7996, 4.5999], [-0.1582, 0.1367, 4.0008], [0.1839, 0.4956, 2.2987], [0.4892, -0.8497, 4.6517], [-0.2008, -1.7397, 5.6356], [-1.5831, -2.1653, 5.2135], [0.8836, 0.7078, 6.5892], [0.0219, 1.8059, 7.6802], [0.5635, 2.3982, 6.1020], [-1.6052, 0.2559, 6.5800], [-1.9025, 1.9461, 6.1637], [-1.6363, 1.4675, 3.9920], [1.2365, -1.2935, 4.1186], [0.4494, -2.6140, 5.7453], [-0.2058, -1.2166, 6.5945], [-1.5503, -2.7521, 4.2875], [-2.0164, -2.7940, 5.9983], [-2.2452, -1.3048, 5.0649]], "lowdin_charge": [0.24, 0.65, 0.66, 0.67, 0.05, -0.05, -0.13, 0.04, -0.18, -0.20, -0.18, -0.20, -0.26, -0.24, -0.24, -0.24, -0.22, 0.06, 0.02, 0.06, 0.09, 0.09, 0.08, 0.05, 0.10, 0.06, 0.09, 0.05, 0.07, 0.07, 0.04, 0.07, -0.01, 0.05, 0.06, 0.05, 0.04, 0.06, 0.01, 0.03, 0.06, 0.03, 0.04, 0.06, 0.05, 0.06, -0.25, 0.00, -0.04, -0.05, -0.04, -0.01, -0.17, 0.04, 0.11, 0.12, 0.12, 0.12, 0.10, -0.06, -0.18, 0.06, -0.61, 0.85, 0.06, -0.18, -0.05, 0.07, 0.11, 0.08, 0.11, 0.14, 0.15, 0.12, 0.14, 0.11, 0.07, 0.11, 0.07]}


3.
{"formula": "C22H49IN2O11S4", "method": "ωB97M-V with the def2-TZVPD basis set", "e_lumo_ev": -0.4, "mol_weight_g_mol": 772.809, "relative_energy_kcal_mol": 13.59, "e_homo_ev": -7.859, "max_force_ev_per_a": 10.127, "energy_ha": -3694.7293, "elements": ["C", "C", "O", "N", "H", "H", "C", "H", "H", "H", "H", "H", "H", "C", "C", "O", "N", "H", "H", "C", "H", "H", "H", "H", "H", "H", "I", "O", "H", "C", "C", "C", "S", "O", "O", "C", "H", "H", "H", "H", "H", "H", "H", "H", "C", "C", "C", "S", "O", "O", "C", "H", "H", "H", "H", "H", "H", "H", "H", "C", "C", "C", "S", "O", "O", "C", "H", "H", "H", "H", "H", "H", "H", "H", "C", "C", "C", "S", "O", "O", "C", "H", "H", "H", "H", "H", "H", "H", "H"], "positions_angstrom": [[30.1940, 21.8090, 28.9870], [29.7590, 20.6600, 29.9200], [29.9360, 20.6940, 31.1920], [28.9880, 19.5160, 29.2320], [28.0610, 19.9400, 29.3160], [29.3390, 19.5590, 28.2410], [29.2530, 18.2010, 29.7640], [30.1210, 22.8620, 29.6770], [29.3820, 22.0380, 28.2290], [31.1930, 21.7690, 28.5410], [30.3510, 18.3170, 29.9510], [28.9200, 17.5990, 28.9980], [28.5980, 18.3280, 30.6610], [29.8420, 18.8820, 23.6820], [28.7890, 18.0390, 24.2250], [27.9000, 17.6890, 23.5790], [28.9990, 17.5820, 25.6440], [29.4290, 16.7180, 25.7670], [29.4790, 18.6060, 26.0990], [27.6460, 17.3560, 26.2520], [29.8300, 18.8930, 22.5400], [31.0120, 18.6000, 23.7620], [29.8830, 19.9540, 24.3190], [27.1290, 18.1630, 26.0670], [27.5190, 17.1990, 27.3720], [26.9920, 16.4800, 25.9730], [25.6200, 19.9410, 29.0800], [30.1420, 19.4710, 26.8590], [30.6230, 20.2110, 26.6850], [25.1230, 14.7280, 31.1530], [25.0980, 13.3570, 30.4330], [26.1690, 13.3330, 29.6340], [26.3560, 14.9550, 28.9000], [25.7970, 14.9030, 27.6020], [27.7540, 15.3720, 29.0630], [25.3800, 15.8600, 30.1010], [25.8720, 14.5130, 31.7570], [24.1230, 14.7990, 31.8110], [24.1270, 13.2540, 29.6690], [24.9990, 12.3620, 31.2960], [25.9010, 12.5720, 28.9040], [27.1580, 13.0670, 30.0990], [24.6630, 16.2610, 29.4300], [26.1310, 16.8870, 30.3480], [33.6000, 20.4460, 30.6310], [33.4520, 19.4760, 29.4900], [33.4690, 18.1990, 30.0320], [34.8090, 18.1500, 31.1400], [36.0400, 17.8320, 30.4760], [34.4370, 17.3970, 32.3150], [34.6940, 19.8380, 31.5260], [32.6350, 20.3980, 31.1170], [33.7400, 21.3510, 30.2320], [34.2830, 19.8830, 28.8750], [32.5840, 19.5790, 28.9420], [33.8990, 17.3510, 29.3650], [32.5180, 17.9270, 30.4210], [35.7160, 20.1800, 31.1450], [34.8880, 20.0150, 32.6360], [28.7510, 23.0010, 24.0940], [27.8290, 23.9950, 24.8630], [28.7180, 25.1050, 25.1490], [30.3130, 24.4320, 25.6660], [30.3150, 24.1640, 26.9850], [31.4060, 25.0320, 25.0140], [30.1480, 22.8800, 24.8390], [28.8580, 23.2840, 23.0910], [28.3560, 22.0590, 23.8750], [27.3980, 23.5280, 25.8480], [27.0040, 24.4120, 24.2500], [28.2950, 25.7090, 25.7210], [29.0160, 25.5740, 24.2750], [30.0580, 22.2090, 25.6420], [31.1080, 22.7470, 24.1860], [26.5660, 23.9070, 29.9680], [25.3860, 24.7730, 30.5200], [24.9140, 25.7360, 29.6380], [26.3550, 26.0570, 28.5770], [26.6650, 27.4360, 28.9030], [26.1020, 25.8090, 27.2280], [27.4830, 24.8440, 29.1510], [26.0830, 23.1700, 29.4050], [26.9770, 23.4990, 30.9010], [25.9140, 25.0140, 31.2590], [24.5910, 24.1930, 30.8240], [24.4010, 26.8080, 29.8010], [24.1470, 25.3780, 29.2020], [28.2360, 25.5140, 29.6530], [28.0940, 24.4840, 28.3300]], "lowdin_charge": [-0.01, -0.31, 0.06, -0.05, -0.10, 0.06, 0.00, 0.17, 0.08, 0.08, 0.11, 0.04, 0.12, -0.02, -0.51, 0.20, 0.06, 0.14, 0.07, -0.04, 0.11, 0.14, 0.13, 0.02, 0.07, 0.11, -0.26, -0.24, -0.08, -0.20, -0.34, -0.36, 0.65, -0.30, -0.36, -0.20, 0.05, 0.16, 0.18, 0.21, 0.12, 0.14, 0.06, 0.14, -0.18, -0.29, -0.28, 0.63, -0.29, -0.32, -0.22, 0.11, 0.08, 0.15, 0.08, 0.16, 0.10, 0.12, 0.14, -0.18, -0.19, -0.23, 0.58, -0.27, -0.29, -0.20, 0.09, 0.07, 0.16, 0.14, 0.02, 0.10, 0.04, 0.15, -0.16, -0.24, -0.22, 0.64, -0.33, -0.30, -0.21, 0.03, 0.13, 0.05, 0.12, 0.18, 0.03, 0.13, 0.07]}